w:
C3H6O3 | ωB97M-V with the def2-TZVPD basis set

Properties
**LUMO level**: 0.87 eV
**HOMO energy**: -11.00 eV
**SMILES**: COC(=O)OC

ORCA input file:
```
! wB97M-V def2-TZVPD RIJCOSX def2/J DEFGRID3
* xyz 0 1
C -2.309 -0.095 0.002
O -1.073 -0.687 -0.113
C -0.009 0.076 -0.091
O 0.004 1.292 -0.116
O 1.059 -0.737 -0.149
C 2.321 -0.081 0.024
H -3.026 -0.563 -0.742
H -2.709 -0.334 1.005
H -2.164 0.994 -0.049
H 2.200 0.866 0.722
H 2.967 -1.019 0.519
H 2.740 0.288 -1.011
*
```

---

x:
C3H6O3 | ωB97M-V with the def2-TZVPD basis set

Properties
**LUMO level**: 0.63 eV
**HOMO energy**: -10.00 eV
**SMILES**: CC=O.O=CO

ORCA input file:
```
! wB97M-V def2-TZVPD RIJCOSX def2/J DEFGRID3
* xyz 0 1
C -3.864 -3.382 0.900
C -2.411 -3.186 1.246
O -1.815 -2.153 1.108
H -3.915 -3.783 -0.103
H -4.415 -2.459 1.060
H -4.264 -4.121 1.589
H -1.889 -4.074 1.644
O 5.656 4.437 -2.540
C 4.712 4.464 -1.821
O 4.638 5.237 -0.730
H 3.821 3.829 -2.003
H 3.746 5.189 -0.351
*
```

---

y:
C3H6O3 | ωB97M-V with the def2-TZVPD basis set

Properties
**LUMO level**: 0.56 eV
**HOMO energy**: -9.04 eV
**SMILES**: C=CO.O=CO

ORCA input file:
```
! wB97M-V def2-TZVPD RIJCOSX def2/J DEFGRID3
* xyz 0 1
C -2.512 0.596 -0.047
C -1.884 0.865 -1.245
O -0.541 1.262 -1.071
H -3.547 0.197 0.126
H -1.860 0.621 0.808
H -2.349 1.147 -2.238
H -0.252 1.843 -1.847
O 3.289 -2.557 1.650
C 2.872 -1.642 0.973
O 1.604 -1.064 1.203
H 3.476 -1.134 0.212
H 1.703 -0.134 1.476
*
```

---

What should be chosen as the most stable of them? Choose x.

---

w:
C7H14N3O | ωB97M-V with the def2-TZVPD basis set

Properties
**LUMO level**: -3.55 eV
**HOMO energy**: -12.07 eV

ORCA input file:
```
! wB97M-V def2-TZVPD RIJCOSX def2/J DEFGRID3
* xyz 1 1
C 6.000 -0.578 0.041
C 0.679 -0.860 -0.492
C -0.081 1.495 -0.542
C -0.429 -1.182 0.494
C -1.002 1.142 0.730
C 1.232 0.541 -0.462
C -3.745 -0.752 -0.202
N 5.028 -0.081 0.358
N -1.497 -0.183 0.550
N 2.447 0.874 -0.267
O -2.356 -0.440 -0.511
H 6.934 -0.938 -0.259
H 1.587 -1.460 -0.448
H 0.251 -1.122 -1.481
H -0.659 1.229 -1.489
H 0.195 2.610 -0.436
H -0.959 -2.069 0.247
H -0.061 -1.382 1.542
H -0.519 1.205 1.660
H -1.798 1.773 0.581
H -3.824 -1.741 0.136
H -4.291 -0.668 -1.204
H -4.262 -0.265 0.589
H 2.715 1.922 -0.410
H 3.269 0.295 -0.077
*
```

---

x:
C7H14N3O | ωB97M-V with the def2-TZVPD basis set

Properties
**LUMO level**: -3.00 eV
**HOMO energy**: -12.72 eV

ORCA input file:
```
! wB97M-V def2-TZVPD RIJCOSX def2/J DEFGRID3
* xyz 1 1
C -2.196 -0.902 0.538
C -2.285 0.210 -0.293
C -0.800 -1.081 0.782
C -3.502 0.758 -0.905
C 2.343 0.008 1.367
C 1.923 1.408 -0.815
C 2.053 0.069 -0.074
N -1.014 0.561 -0.585
N -0.108 -0.140 0.127
N 2.145 -1.027 -0.802
O -0.184 -2.069 1.532
H -2.941 -1.353 1.171
H -3.653 0.206 -1.875
H -3.503 1.865 -1.175
H -4.346 0.506 -0.181
H 1.656 -0.760 1.792
H 3.443 -0.205 1.656
H 2.463 1.006 1.823
H 1.372 2.224 -0.241
H 1.406 1.089 -1.738
H 2.992 1.827 -0.909
H -0.920 1.556 -0.900
H 2.097 -0.997 -1.838
H -0.735 -2.745 1.952
H 2.293 -2.015 -0.409
*
```

---

y:
C7H14N3O | ωB97M-V with the def2-TZVPD basis set

Properties
**LUMO level**: -2.63 eV
**HOMO energy**: -12.90 eV

ORCA input file:
```
! wB97M-V def2-TZVPD RIJCOSX def2/J DEFGRID3
* xyz 1 1
C -2.562 0.862 2.301
C 1.759 1.766 -1.042
C -1.510 -1.003 1.071
C 3.581 1.569 -2.712
C -1.253 -3.108 -0.284
C 2.821 2.436 -1.733
C -1.636 -2.506 1.055
N 1.065 1.068 -0.491
N -1.823 1.767 1.828
N -2.539 -0.463 1.892
O -0.543 -0.467 0.617
H -3.163 1.023 3.124
H 4.448 2.127 -2.944
H 3.045 1.549 -3.571
H 3.834 0.609 -2.259
H -1.614 -4.128 -0.288
H -0.112 -3.200 -0.280
H -1.577 -2.554 -1.084
H 2.247 3.297 -2.167
H 3.377 2.927 -0.969
H -0.817 -2.761 1.823
H -2.439 -3.030 1.497
H -1.779 2.677 2.311
H -3.262 -1.037 2.069
H 0.451 0.581 0.237
*
```

---

What should be chosen as the most stable of them? Choose x.